1.
ORCA calculation (ωB97M-V/def2-TZVPD) on a structure of composition C31H44BrN3P2Pb at a distorted geometry.

E_LUMO (spin up / spin down) (eV): -15.452 / -15.183
HOMO level (spin up / spin down) (Ha): -0.695 / -0.695
Energy above the lowest of the compared OMol25 structures with the same formula, charge and spin (kcal per mole): 3.5
Charge: +4
HOMO-LUMO gap (spin up / spin down) (eV): 3.47 / 3.73
F_max (eV Å⁻¹): 4.9

The geometry in XYZ format:
```
82
Properties=species:S:1:pos:R:3:mulliken_charge:R:1
N 1.282 5.017 2.776 0.14
C 1.305 3.917 3.553 -0.65
C 1.901 2.717 3.148 -0.15
C 2.533 2.653 1.886 0.59
C 2.466 3.801 1.073 -0.15
C 1.863 4.958 1.568 -0.70
C 3.184 1.445 1.435 -0.70
Pb -0.219 -0.177 0.085 1.08
P -0.567 -2.661 -0.948 0.28
C 3.497 1.210 0.127 -0.39
C 3.632 -0.125 -0.433 0.84
C 3.789 -0.305 -1.836 -0.36
C 3.869 -1.584 -2.374 -0.54
C 3.662 -2.671 -1.521 -0.22
C 3.614 -2.552 -0.130 -0.50
C 3.554 -1.261 0.405 -0.45
Br 3.338 -4.426 -2.326 0.14
H 3.340 0.676 2.188 0.72
H 3.568 2.025 -0.595 0.42
H 1.850 1.840 3.789 0.51
H 2.879 3.812 0.065 0.51
H 0.835 3.993 4.539 0.48
H 1.847 5.870 0.954 0.47
H 3.839 0.576 -2.484 0.52
H 3.424 -1.137 1.482 0.35
H 4.045 -1.757 -3.441 0.47
H 3.588 -3.431 0.515 0.59
P -1.623 1.938 -1.212 0.35
C 0.025 -3.880 0.293 -0.57
C 0.623 -5.171 -0.248 -0.83
H -0.809 -4.100 0.980 0.54
H 0.786 -3.350 0.897 0.33
H 0.883 -5.849 0.574 0.44
H -0.057 -5.717 -0.917 0.24
H 1.551 -4.963 -0.803 -0.08
C 0.426 -2.833 -2.474 1.19
C -0.003 -3.882 -3.498 -1.35
H 1.443 -3.084 -2.144 -1.45
H 0.516 -1.839 -2.945 0.38
H 0.723 -3.905 -4.321 0.46
H -0.017 -4.896 -3.075 0.28
H -0.991 -3.652 -3.911 0.36
C -2.308 -2.965 -1.404 -0.33
C -2.750 -4.418 -1.296 -1.33
H -2.475 -2.574 -2.418 0.44
H -2.896 -2.324 -0.726 0.33
H -3.819 -4.491 -1.529 0.42
H -2.224 -5.060 -2.014 0.29
H -2.595 -4.818 -0.290 0.33
C -3.444 2.037 -1.008 -0.63
C -4.151 0.681 -1.027 -1.14
H -3.801 2.677 -1.828 0.55
H -3.635 2.562 -0.058 0.40
H -5.232 0.838 -0.929 0.44
H -4.000 0.142 -1.972 0.29
H -3.835 0.030 -0.200 0.17
C -1.425 1.637 -3.015 -0.56
C 0.029 1.542 -3.488 -1.04
H -1.941 2.481 -3.502 0.51
H -1.983 0.714 -3.254 0.34
H 0.035 1.325 -4.565 0.43
H 0.565 2.491 -3.352 0.32
H 0.600 0.746 -2.984 0.11
C -1.064 3.684 -1.050 -0.57
C -1.366 4.319 0.305 -1.08
H -1.543 4.247 -1.866 0.52
H 0.025 3.679 -1.233 0.24
H -0.935 5.327 0.341 0.38
H -2.444 4.426 0.487 0.38
H -0.931 3.750 1.136 0.10
N -1.821 1.844 7.609 -0.29
C -1.645 1.493 6.505 -0.36
C -1.453 1.073 5.138 0.60
C -2.060 1.765 4.087 -0.60
C -1.822 1.346 2.783 -0.29
N -1.033 0.287 2.495 -0.08
C -0.441 -0.381 3.509 -0.30
C -0.639 -0.024 4.838 -0.67
H -2.701 2.624 4.282 0.55
H -2.284 1.863 1.936 0.54
H 0.202 -1.225 3.229 0.45
H -0.156 -0.592 5.627 0.55
```


2.
ORCA calculation (ωB97M-V/def2-TZVPD) on the molecule C3H4INOS at a distorted geometry.

E_LUMO (eV): -1.366
HOMO level (Ha): -0.341
Energy above the lowest of the compared OMol25 structures with the same formula, charge and spin (kcal per mole): 110.5
Charge: 0
HOMO-LUMO gap (eV): 7.91
F_max (eV Å⁻¹): 4.3

The geometry in XYZ format:
```
11
Properties=species:S:1:pos:R:3:mulliken_charge:R:1
C -0.290 0.101 -0.103 0.40
C 0.168 0.443 -1.514 -0.25
C -0.721 -1.359 0.026 -1.19
N 1.703 1.178 0.437 -0.20
O 0.718 0.273 0.873 -0.27
S 1.588 1.264 -1.310 0.14
I -2.401 1.241 0.388 -0.05
H -1.680 -1.380 -0.492 0.38
H -0.916 -1.672 0.951 0.48
H 0.123 -2.066 -0.255 0.31
H 1.708 1.978 0.999 0.25
```